No. 1
An isolated molecule of C5H8O2. Source: OMol25; level of theory: ωB97M-V/def2-TZVPD.

Each line ends with the Mulliken charge.
Positions of all 15 atoms, in Å:
1 C 1.021 -1.467 -0.035  -1.327
2 C 0.563 -0.088 0.507  0.351
3 C -0.887 0.146 1.128  -0.614
4 O -1.675 0.845 0.226  -0.360
5 C -0.998 1.059 -0.941  -0.216
6 C 0.445 0.780 -0.700  0.156
7 O 1.298 1.208 -1.401  -0.568
8 H 2.092 -1.505 -0.056  0.315
9 H 0.372 -1.609 -0.944  0.338
10 H 0.718 -2.288 0.573  0.389
11 H 1.286 0.172 1.229  0.425
12 H -1.305 -0.713 1.609  0.361
13 H -0.633 0.908 1.971  0.236
14 H -1.090 2.113 -1.306  0.294
15 H -1.208 0.439 -1.858  0.218

Energy above the lowest of the compared OMol25 structures with the same formula, charge and spin in eV: 1.731
LUMO in eV: 0.84
SMILES: C[C@@H]1COCC1=O


No. 2
An isolated molecule of C5H8O2. Source: OMol25; level of theory: ωB97M-V/def2-TZVPD.

Each line ends with the Mulliken charge.
Positions of all 15 atoms, in Å:
1 C 0.526 1.754 -0.311  -1.080
2 C 0.485 0.448 -0.072  1.023
3 C 1.201 -0.224 1.070  -1.247
4 C -0.075 -0.424 -1.152  -0.640
5 O -1.118 -1.377 -0.774  -0.325
6 C -1.930 -1.010 0.223  0.160
7 O -1.738 -0.109 0.995  -0.443
8 H 1.095 2.425 0.316  0.294
9 H -0.034 2.198 -1.129  0.254
10 H 0.849 -1.247 1.234  0.305
11 H 1.064 0.326 2.003  0.339
12 H 2.272 -0.270 0.852  0.355
13 H 0.737 -1.040 -1.562  0.256
14 H -0.498 0.184 -1.959  0.353
15 H -2.836 -1.635 0.266  0.394

Energy above the lowest of the compared OMol25 structures with the same formula, charge and spin in eV: 1.110
LUMO in eV: 0.90
SMILES: C=C(C)COC=O


No. 3
A 3-piece molecular cluster, C15H29ClF5I2NO12P2S overall. Source: OMol25; level of theory: ωB97M-V/def2-TZVPD.

Each line ends with the Mulliken charge.
Positions of all 68 atoms, in Å:
1 C -4.113 3.060 -2.495  -0.985
2 C -3.495 1.594 -2.285  -0.293
3 C -2.000 1.630 -1.631  -0.003
4 Cl -2.230 1.519 0.195  -0.142
5 O -1.294 0.508 -2.214  -0.288
6 C 0.050 0.417 -1.754  0.072
7 O 0.980 0.945 -2.411  -0.436
8 N 0.281 -0.366 -0.525  0.938
9 C -0.001 -1.821 -0.677  -1.456
10 I -1.135 -2.641 1.046  0.107
11 C 1.233 -2.749 -1.115  -0.064
12 C 0.648 -4.273 -1.222  -1.087
13 I 1.989 -2.307 -3.143  0.111
14 S 1.732 0.036 0.292  0.535
15 O 3.004 -0.182 -0.517  -0.308
16 O 1.686 1.543 0.515  -0.631
17 C 1.932 -0.695 2.000  0.453
18 F 2.084 -2.102 2.038  -0.202
19 F 3.175 -0.163 2.492  -0.223
20 C 0.817 -0.171 3.077  0.559
21 F 1.471 0.626 4.069  -0.224
22 F 0.258 -1.266 3.819  -0.225
23 F -0.251 0.519 2.477  -0.125
24 H -4.849 3.006 -3.374  0.306
25 H -4.682 3.457 -1.585  0.206
26 H -3.246 3.758 -2.811  0.338
27 H -3.521 0.929 -3.225  0.313
28 H -4.141 1.052 -1.500  0.230
29 H -1.522 2.647 -1.836  0.363
30 H -0.767 -1.901 -1.543  0.741
31 H 2.148 -2.703 -0.440  0.359
32 H -0.377 -4.265 -1.757  0.297
33 H 1.393 -4.824 -1.908  0.406
34 H 0.620 -4.777 -0.200  0.341
35 C 6.071 -0.400 -0.380  -0.656
36 O 7.259 0.365 -0.537  -0.324
37 P 8.430 -0.123 -1.508  0.987
38 O 9.316 0.973 -1.966  -0.696
39 O 7.700 -0.923 -2.687  -0.297
40 C 6.957 -0.177 -3.639  -0.620
41 O 9.163 -1.283 -0.689  -0.298
42 C 10.587 -1.287 -0.700  -0.666
43 H 5.265 0.115 -0.904  0.276
44 H 6.171 -1.412 -0.775  0.366
45 H 5.819 -0.453 0.677  0.329
46 H 7.298 0.860 -3.697  0.345
47 H 5.899 -0.194 -3.368  0.186
48 H 7.075 -0.643 -4.617  0.257
49 H 10.958 -0.632 0.089  0.273
50 H 10.980 -0.957 -1.667  0.330
51 H 10.942 -2.303 -0.517  0.238
52 C -8.756 -0.626 2.432  -0.690
53 O -7.911 0.150 1.597  -0.343
54 P -7.029 1.343 2.195  0.826
55 O -5.858 1.690 1.358  -0.365
56 O -6.670 0.898 3.690  -0.311
57 C -5.725 -0.147 3.866  -0.647
58 O -8.074 2.531 2.416  -0.378
59 C -7.667 3.838 2.021  -0.618
60 H -8.297 -1.609 2.562  0.252
61 H -8.912 -0.169 3.410  0.352
62 H -9.719 -0.756 1.942  0.273
63 H -5.064 -0.245 3.002  0.304
64 H -6.254 -1.090 4.024  0.257
65 H -5.125 0.071 4.749  0.260
66 H -7.882 3.981 0.961  0.270
67 H -6.600 3.996 2.205  0.305
68 H -8.226 4.575 2.601  0.241

LUMO in eV: -0.92
SMILES: CC[C@@H](Cl)OC(=O)N([C@H](I)[C@@H](C)I)S(=O)(=O)C(F)(F)C(F)(F)F.COP(=O)(OC)OC.COP(=O)(OC)OC


No. 4
An isolated molecule of C31H43N2O3PS. Source: OMol25; level of theory: ωB97M-V/def2-TZVPD.

Each line ends with the Mulliken charge.
Positions of all 81 atoms, in Å:
1 C 6.782 -0.936 0.772  -0.608
2 O 6.421 0.378 1.130  -0.412
3 C 5.706 0.500 2.347  -0.587
4 C 4.329 1.150 2.156  -1.098
5 C 3.650 0.859 0.802  -1.056
6 C 2.189 0.482 0.901  0.761
7 C 1.845 -0.692 1.583  1.240
8 C 2.931 -1.635 2.035  -1.595
9 C 0.492 -0.981 1.780  0.905
10 C -0.513 -0.149 1.266  0.425
11 C -0.182 0.985 0.511  0.254
12 C -1.268 1.781 -0.180  -1.996
13 C -1.880 1.035 -1.384  1.613
14 C -0.868 0.327 -2.293  -0.405
15 C -1.317 0.301 -3.766  -0.518
16 C -0.834 1.504 -4.589  -0.472
17 N 0.068 1.063 -5.668  -0.714
18 C 1.184 1.292 0.329  0.053
19 C 1.598 2.521 -0.454  -2.112
20 C 1.946 3.704 0.455  -0.729
21 C 0.736 4.460 0.973  -0.426
22 S 1.315 5.754 2.112  -0.247
23 C -1.932 -0.512 1.547  0.323
24 O -2.849 0.283 1.513  -0.642
25 C -2.252 -1.942 1.883  -0.861
26 C -3.662 -2.399 1.676  -1.960
27 C -3.889 -2.911 0.243  -1.076
28 C -4.172 -1.866 -0.812  0.674
29 C -4.907 -0.704 -0.569  -0.339
30 C -5.200 0.184 -1.599  -0.748
31 C -4.749 -0.062 -2.890  -0.212
32 C -4.007 -1.212 -3.145  -0.608
33 C -3.727 -2.102 -2.115  -0.378
34 C -1.275 -2.712 2.382  1.439
35 P -1.586 -4.414 2.942  0.116
36 N -2.320 -5.334 1.900  -0.647
37 C 0.088 -2.160 2.589  -0.067
38 O 0.818 -2.676 3.417  -0.648
39 H 7.508 -0.864 -0.034  0.270
40 H 5.923 -1.517 0.420  0.213
41 H 7.240 -1.470 1.610  0.296
42 H 5.607 -0.472 2.838  0.376
43 H 6.302 1.130 3.012  0.378
44 H 3.679 0.805 2.963  0.362
45 H 4.424 2.227 2.287  0.471
46 H 4.194 0.086 0.259  0.662
47 H 3.755 1.755 0.205  0.292
48 H 3.823 -1.486 1.431  -0.088
49 H 2.625 -2.672 1.942  0.597
50 H 3.200 -1.470 3.078  0.308
51 H -0.883 2.730 -0.532  0.466
52 H -2.062 2.013 0.525  0.611
53 H -2.415 1.775 -1.984  0.936
54 H -2.612 0.314 -1.024  -1.696
55 H -0.702 -0.698 -1.959  0.394
56 H 0.103 0.829 -2.240  0.178
57 H -0.928 -0.597 -4.248  0.554
58 H -2.404 0.250 -3.798  -0.435
59 H -0.351 2.239 -3.931  0.228
60 H -1.674 2.015 -5.059  0.383
61 H 0.891 0.639 -5.249  0.227
62 H 0.417 1.876 -6.165  0.243
63 H 2.476 2.302 -1.059  0.800
64 H 0.834 2.802 -1.172  0.297
65 H 2.544 3.358 1.301  0.224
66 H 2.579 4.404 -0.100  0.548
67 H 0.042 3.811 1.505  0.218
68 H 0.202 4.926 0.145  0.351
69 H 0.131 6.032 2.664  0.135
70 H -3.889 -3.201 2.379  0.691
71 H -4.350 -1.585 1.892  0.539
72 H -4.729 -3.608 0.268  0.459
73 H -3.025 -3.500 -0.056  0.438
74 H -5.259 -0.475 0.427  0.324
75 H -5.770 1.080 -1.392  0.412
76 H -4.963 0.631 -3.693  0.370
77 H -3.646 -1.410 -4.146  0.510
78 H -3.152 -3.000 -2.312  0.402
79 H -2.301 -4.175 4.132  0.122
80 H -0.343 -4.852 3.402  0.079
81 H -1.749 -6.143 1.685  0.215

LUMO in eV: -1.16
SMILES: COCCCc1c(C)c2c(c(CCCCCN)c1CCCS)C(=O)C(CCc1ccccc1)=C([PH2]=N)C2=O


Short version: Kohn-Sham gap = 10.27 10.08 8.85 7.69 eV, in the order given.
Short version: total energy = -345.74134 -345.76417 -4182.38684 -2281.76755 Eh, in the order given.